No. 1
This record from OMol25 describes a cluster of 2 separate species, C6H6O2S in total. The level of theory is ωB97M-V/def2-TZVPD.

Output
E_tot: -780.77296 Eh
orbital gap (alpha / beta): 7.222 / 7.259 eV
SMILES: Oc1ccccc1.O=S
highest occupied orbital energy (alpha / beta): -8.8818 / -8.8889 eV

Structure (XYZ):
```
15
Properties=species:S:1:pos:R:3:nbo_charge:R:1
O -1.30 -0.68 1.22 -0.677
C -0.20 -0.44 0.39 0.310
C 0.97 -0.52 1.09 -0.289
C 1.96 0.28 0.49 -0.166
C 1.85 0.96 -0.66 -0.274
C 0.79 0.60 -1.46 -0.161
C -0.33 -0.15 -1.00 -0.310
H -1.75 -1.26 0.76 0.461
H 0.92 -1.14 2.01 0.245
H 2.92 0.39 0.96 0.203
H 2.72 1.40 -1.07 0.217
H 0.82 0.94 -2.46 0.204
H -1.14 -0.35 -1.65 0.233
O -3.91 -0.45 0.12 -0.696
S -4.31 0.43 1.26 0.699
```

=====

No. 2
This record from OMol25 describes an isolated molecule of C2H4N4O. The level of theory is ωB97M-V/def2-TZVPD.

Output
E_tot: -372.77637 Eh
orbital gap: 10.187 eV
SMILES: [H]/N=c1/[nH]/c(=N\[H])[nH]o1
highest occupied orbital energy: -9.4508 eV

Structure (XYZ):
```
11
Properties=species:S:1:pos:R:3:nbo_charge:R:1
H 2.83 0.33 0.64 0.376
N 2.30 -0.53 0.31 -0.676
C 1.23 -0.12 -0.16 0.668
N 0.08 -0.85 -0.61 -0.638
C -1.02 -0.01 -0.23 0.539
N -2.22 -0.25 0.23 -0.734
H -2.57 -1.32 0.11 0.357
N -0.57 1.33 -0.09 -0.372
O 0.96 1.27 -0.40 -0.365
H 0.04 -1.80 -0.42 0.415
H -1.05 1.95 0.60 0.429
```

=====

No. 3
This record from OMol25 describes a structure of composition C27H30Br2CrN7O3S. The level of theory is ωB97M-V/def2-TZVPD.

Output
E_tot: -8246.60822 Eh
orbital gap (alpha / beta): 7.444 / 7.526 eV
highest occupied orbital energy (alpha / beta): -7.9652 / -7.9683 eV
spin multiplicity: 4

Structure (XYZ):
```
71
Properties=species:S:1:pos:R:3:mulliken_spin:R:1
Cr 0.29 -0.61 -0.33 3.050
O 4.85 -0.21 1.72 0.000
C 4.19 -0.82 2.77 -0.001
C 4.87 -1.59 3.70 0.000
C 4.18 -2.20 4.74 0.000
C 2.80 -2.03 4.84 0.001
C 2.14 -1.26 3.91 -0.006
C 2.81 -0.64 2.86 0.003
C 2.04 0.16 1.84 0.021
O 0.98 -0.58 1.39 0.023
N 1.66 1.47 2.50 0.004
N 0.70 2.24 1.90 -0.003
C -0.45 1.71 1.81 0.009
C -1.48 2.37 0.96 -0.006
Br -2.45 1.00 0.02 -0.004
C -1.64 3.65 0.69 0.000
C -2.56 4.31 -0.26 -0.003
C -2.06 5.31 -1.08 0.002
C -2.89 5.95 -2.00 -0.001
C -4.23 5.60 -2.09 0.000
C -4.74 4.61 -1.26 0.000
C -3.91 3.97 -0.35 0.000
H 5.79 -0.38 1.81 0.000
H 5.95 -1.72 3.61 0.000
H 4.72 -2.79 5.46 0.000
H 2.26 -2.50 5.65 0.000
H 1.06 -1.13 3.97 0.000
H 2.72 0.42 1.02 -0.008
H 2.50 2.03 2.50 0.000
H -0.70 0.74 2.23 -0.001
H -0.94 4.30 1.23 0.000
H -1.01 5.58 -1.02 0.001
H -2.48 6.72 -2.64 0.000
H -4.87 6.10 -2.80 0.000
H -5.79 4.35 -1.32 0.000
H -4.32 3.22 0.31 0.000
C -0.64 -1.85 -5.09 0.000
C -0.24 -0.43 -4.71 0.000
C -1.45 0.51 -4.80 -0.001
C 0.87 0.07 -5.63 0.000
N 0.37 -0.43 -3.36 0.000
N -0.56 -0.71 -2.30 -0.027
H -0.95 -1.89 -6.13 0.000
H -1.47 -2.22 -4.49 0.000
H 0.21 -2.53 -4.96 0.000
H -1.78 0.61 -5.84 0.000
H -1.20 1.51 -4.43 0.001
H -2.31 0.13 -4.24 0.000
H 0.53 0.07 -6.67 0.000
H 1.75 -0.56 -5.55 0.000
H 1.15 1.10 -5.38 0.000
H 0.73 0.50 -3.17 0.000
H -0.86 -1.67 -2.37 -0.002
H -1.39 -0.12 -2.38 -0.002
Br 5.68 -0.82 -2.32 -0.001
C 4.24 -1.72 -1.51 -0.005
C 4.41 -2.97 -0.95 0.007
C 3.31 -3.58 -0.36 -0.006
C 2.11 -2.91 -0.32 0.018
N 1.97 -1.69 -0.86 -0.057
C 3.01 -1.10 -1.44 0.021
H 5.37 -3.47 -0.99 0.000
H 3.39 -4.56 0.09 0.000
H 1.24 -3.31 0.17 -0.005
H 2.86 -0.11 -1.86 -0.003
S 1.38 3.53 -2.26 0.053
C 1.16 2.15 -1.46 0.065
N 1.01 1.12 -0.91 -0.158
O -2.46 -3.62 1.02 0.032
C -1.67 -2.88 0.56 0.041
N -0.86 -2.15 0.06 -0.052
```

=====

No. 4
This record from OMol25 describes the ion C4H3N4 with charge +1. The level of theory is ωB97M-V/def2-TZVPD.

Output
E_tot: -372.67079 Eh
orbital gap (alpha / beta): 5.806 / 6.435 eV
charge: +1
highest occupied orbital energy (alpha / beta): -14.3134 / -14.4313 eV

Structure (XYZ):
```
11
Properties=species:S:1:pos:R:3:nbo_charge:R:1
C -2.08 -0.39 0.39 0.120
C 0.11 -0.20 -0.61 0.386
C -2.75 0.15 -0.81 0.405
C 2.39 -0.33 0.28 0.747
N 1.42 -0.26 -0.54 -0.535
N -3.04 -0.56 1.17 0.079
N 3.55 -0.33 0.61 -0.558
N -0.70 -0.64 0.33 -0.504
H -3.57 0.76 -0.91 0.182
H -0.25 0.14 -1.64 0.198
H 4.29 -0.44 1.30 0.478
```

=====

No. 5
This record from OMol25 describes a structure of composition C48H40F5FeN6OP. The level of theory is ωB97M-V/def2-TZVPD.

Output
E_tot: -4361.31703 Eh
orbital gap (alpha / beta): 7.083 / 7.226 eV
highest occupied orbital energy (alpha / beta): -7.4398 / -7.6862 eV
spin multiplicity: 5

Structure (XYZ):
```
102
Properties=species:S:1:pos:R:3:mulliken_spin:R:1
Fe -0.20 -0.26 0.25 3.768
C 7.06 4.65 11.05 0.000
O 7.19 3.40 10.42 0.000
C 6.37 3.13 9.37 0.000
C 5.37 3.97 8.92 0.000
C 4.58 3.59 7.84 0.000
C 4.79 2.38 7.20 0.000
C 5.80 1.53 7.67 0.000
C 6.58 1.90 8.74 0.000
C 3.97 1.94 6.06 0.000
N 4.04 0.77 5.48 0.000
C 3.11 0.80 4.48 0.001
C 2.47 2.01 4.44 0.000
N 3.04 2.74 5.46 0.000
C 1.48 2.35 3.47 -0.004
C 0.83 3.59 3.33 -0.001
C -0.07 3.77 2.32 0.002
C -0.34 2.70 1.45 0.030
N 0.25 1.53 1.57 0.052
C 1.15 1.35 2.55 -0.011
C 1.80 0.04 2.59 -0.017
N 1.44 -0.85 1.64 0.040
C 2.10 -1.99 1.57 0.007
C 3.11 -2.34 2.46 -0.004
C 3.45 -1.47 3.46 0.006
C 2.80 -0.23 3.53 0.005
H 7.83 4.69 11.81 0.000
H 6.08 4.75 11.53 0.000
H 7.20 5.47 10.34 0.000
H 5.17 4.92 9.40 0.000
H 3.80 4.26 7.52 0.000
H 5.96 0.59 7.17 0.000
H 7.36 1.25 9.10 0.000
H 2.81 3.69 5.72 0.000
H 1.05 4.40 4.02 0.000
H -0.59 4.71 2.18 0.000
H -1.05 2.80 0.64 -0.007
H 1.83 -2.64 0.74 0.010
H 3.62 -3.29 2.35 0.000
H 4.23 -1.69 4.19 0.000
C 4.23 4.53 -4.81 0.000
C 4.58 3.25 -4.40 0.000
C 3.84 2.61 -3.43 0.001
C 2.74 3.23 -2.84 -0.001
C 2.41 4.52 -3.25 0.000
C 3.14 5.17 -4.24 0.000
P 1.68 2.44 -1.57 0.001
C 2.98 1.58 -0.61 -0.012
C 3.63 2.31 0.39 0.003
C 4.69 1.77 1.09 0.001
C 5.13 0.49 0.81 0.001
C 4.49 -0.26 -0.17 -0.001
C 3.43 0.28 -0.88 0.003
C 0.87 1.08 -2.50 -0.211
C 0.86 1.08 -3.89 -0.014
C 0.08 0.18 -4.60 0.017
C -0.73 -0.70 -3.90 -0.001
C -0.73 -0.68 -2.51 -0.117
C 0.07 0.19 -1.76 0.286
H 4.81 5.04 -5.58 0.000
H 5.44 2.75 -4.85 0.000
H 4.12 1.61 -3.12 0.000
H 1.55 5.01 -2.80 0.000
H 2.87 6.17 -4.55 0.000
H 3.28 3.32 0.60 0.000
H 5.19 2.36 1.85 0.000
H 5.96 0.06 1.36 0.000
H 4.82 -1.27 -0.39 0.000
H 2.92 -0.30 -1.64 0.000
H 1.47 1.79 -4.44 0.000
H 0.09 0.18 -5.68 0.001
H -1.37 -1.40 -4.44 -0.001
H -1.41 -1.35 -1.99 0.015
N -1.05 -2.51 0.69 0.056
C -1.24 -3.85 0.11 0.002
C 0.04 -4.42 -0.50 0.000
C 0.30 -3.93 -1.92 -0.001
C 1.78 -3.79 -2.24 -0.002
N 2.32 -2.64 -1.51 0.001
H -0.54 -2.60 1.56 0.000
H -1.96 -2.15 0.95 0.004
H -2.00 -3.76 -0.67 0.000
H -1.63 -4.55 0.86 0.001
H -0.02 -5.51 -0.48 0.000
H 0.89 -4.15 0.14 -0.001
H -0.16 -2.95 -2.05 0.003
H -0.17 -4.60 -2.64 0.000
H 1.92 -3.71 -3.33 -0.001
H 2.32 -4.68 -1.91 0.000
H 1.78 -1.81 -1.75 0.022
H 3.28 -2.45 -1.78 -0.001
F -1.68 -0.40 2.81 -0.001
C -2.63 0.13 1.96 -0.150
C -2.29 0.32 0.64 0.234
C -3.30 0.89 -0.11 -0.031
F -3.11 1.17 -1.42 -0.002
C -4.54 1.24 0.40 0.008
F -5.49 1.79 -0.37 0.001
C -4.81 1.02 1.74 -0.005
F -6.00 1.35 2.26 0.000
C -3.84 0.46 2.55 0.015
F -4.08 0.25 3.85 0.001
```

=====

No. 6
This record from OMol25 describes a structure of composition C34H33F5N5O5TeV. The level of theory is ωB97M-V/def2-TZVPD.

Output
E_tot: -3676.97456 Eh
orbital gap (alpha / beta): 8.377 / 8.564 eV
highest occupied orbital energy (alpha / beta): -8.2357 / -8.4347 eV
spin multiplicity: 3

Structure (XYZ):
```
84
Properties=species:S:1:pos:R:3:mulliken_spin:R:1
V 1.98 1.22 -0.71 1.976
C -0.95 -3.73 4.29 0.000
O -1.09 -2.71 3.32 0.000
C -2.21 -2.72 2.55 0.001
C -3.23 -3.65 2.64 0.000
C -4.34 -3.54 1.80 0.000
C -4.44 -2.50 0.89 0.000
C -3.42 -1.56 0.82 0.000
C -2.30 -1.67 1.62 -0.001
N -1.25 -0.72 1.57 0.006
C -0.48 -0.41 0.48 -0.011
N -0.71 -1.15 -0.64 0.022
C -0.35 -0.82 -1.98 -0.039
C 0.96 -0.84 -2.50 0.023
C 1.11 -0.42 -3.83 0.042
C 0.05 -0.03 -4.61 -0.005
C -1.25 -0.05 -4.11 0.009
C -1.43 -0.45 -2.80 0.010
O -2.66 -0.42 -2.19 -0.001
C -3.77 -0.85 -2.97 0.000
N 0.42 0.52 0.55 -0.042
C 0.60 1.21 1.79 -0.005
C 0.20 2.53 1.92 -0.002
C 0.45 3.24 3.09 0.001
C 1.14 2.62 4.12 0.001
C 1.56 1.30 4.00 0.001
C 1.29 0.59 2.84 0.002
O 1.65 -0.70 2.62 0.002
C 2.58 -1.27 3.53 0.000
H -0.01 -3.54 4.79 0.000
H -0.93 -4.72 3.83 0.000
H -1.76 -3.68 5.02 0.000
H -3.18 -4.46 3.35 0.000
H -5.13 -4.28 1.88 0.000
H -5.31 -2.41 0.26 0.000
H -3.49 -0.71 0.14 0.000
H -0.80 -0.52 2.46 -0.001
H -1.56 -1.69 -0.59 0.000
H 2.10 -0.38 -4.26 0.000
H 0.22 0.29 -5.63 0.000
H -2.09 0.27 -4.71 0.001
H -4.02 -0.14 -3.75 0.000
H -4.61 -0.92 -2.28 0.000
H -3.57 -1.83 -3.41 0.000
H -0.26 3.02 1.07 0.005
H 0.16 4.27 3.17 0.000
H 1.38 3.17 5.02 0.000
H 2.13 0.85 4.80 0.000
H 2.77 -2.28 3.18 0.000
H 2.17 -1.32 4.54 0.000
H 3.51 -0.70 3.54 0.000
C 4.48 -2.26 -0.43 -0.004
C 3.22 -2.51 0.09 -0.003
C 2.08 -2.04 -0.55 0.015
C 2.17 -1.32 -1.75 -0.018
C 3.46 -1.10 -2.27 -0.015
C 4.59 -1.55 -1.61 -0.004
H 5.36 -2.60 0.09 0.000
H 3.11 -3.07 1.01 0.000
H 1.13 -2.27 -0.11 0.001
H 3.60 -0.52 -3.16 0.003
H 5.56 -1.31 -2.02 0.000
N -3.67 2.63 -0.35 0.000
C -3.45 3.02 -1.64 0.000
O -4.35 3.31 -2.40 0.000
C -2.02 3.06 -2.08 -0.004
C -1.64 3.88 -3.13 0.002
C -0.32 3.88 -3.53 -0.002
C 0.58 3.04 -2.88 0.021
N 0.22 2.21 -1.90 -0.032
C -1.06 2.25 -1.50 0.029
H -4.62 2.69 -0.02 0.000
H -2.94 2.65 0.33 0.000
H -2.39 4.50 -3.61 0.000
H 0.03 4.51 -4.33 0.000
H 1.63 2.99 -3.15 -0.002
H -1.33 1.56 -0.71 -0.011
F 3.94 2.81 2.12 0.000
Te 4.68 2.21 0.41 0.013
F 5.93 1.41 1.56 0.000
F 2.17 3.02 -0.20 0.024
F 5.69 1.20 -0.92 0.000
F 2.88 1.59 -2.28 0.020
O 3.43 0.82 0.40 -0.029
```

=====

No. 7
This record from OMol25 describes a structure of composition C6H14BrNO3S. The level of theory is ωB97M-V/def2-TZVPD.

Output
E_tot: -3489.52374 Eh
orbital gap: 8.371 eV
highest occupied orbital energy: -8.0968 eV

Structure (XYZ):
```
26
Properties=species:S:1:pos:R:3:nbo_charge:R:1
C -0.97 1.60 0.67 -0.673
C -0.64 0.82 -1.70 -0.638
C 1.59 0.20 1.78 -0.662
C 1.37 -1.50 -0.16 -0.683
C -0.86 0.47 -0.27 0.424
C 1.20 -0.12 0.30 -0.399
N -1.49 -0.63 0.08 -0.804
O 1.97 2.30 -0.37 -0.948
O 2.42 0.41 -1.98 -0.943
O 3.76 0.98 -0.10 -0.833
S 2.25 0.95 -0.69 2.355
Br 4.56 -0.45 0.45 0.357
H -1.98 2.00 0.59 0.222
H -0.93 1.16 1.67 0.204
H -0.16 2.26 0.60 0.263
H -0.55 -0.07 -2.28 0.219
H 0.19 1.32 -1.67 0.222
H -1.48 1.54 -1.95 0.223
H 2.07 1.17 1.77 0.240
H 0.71 0.34 2.42 0.198
H 2.15 -0.70 2.11 0.216
H 0.45 -1.92 -0.29 0.184
H 1.99 -2.04 0.56 0.205
H 2.01 -1.59 -1.02 0.253
H -1.41 -1.44 -0.57 0.395
H -1.77 -0.83 1.06 0.406
```

=====

No. 8
This record from OMol25 describes an isolated molecule of C5H11NO. The level of theory is ωB97M-V/def2-TZVPD.

Output
E_tot: -327.03778 Eh
orbital gap: 9.748 eV
SMILES: CNCCCC=O
highest occupied orbital energy: -9.1123 eV

Structure (XYZ):
```
18
Properties=species:S:1:pos:R:3:nbo_charge:R:1
C 2.89 -0.76 0.14 -0.424
N 1.43 -0.57 0.54 -0.642
C 0.83 0.65 -0.10 -0.236
C -0.37 1.00 0.84 -0.384
C -1.38 -0.08 0.63 -0.540
C -1.83 -0.49 -0.68 0.407
O -2.25 0.42 -1.47 -0.534
H 3.13 -1.81 0.38 0.201
H 3.58 -0.26 0.82 0.195
H 3.04 -0.44 -0.87 0.178
H 0.91 -1.35 0.14 0.333
H 1.57 1.49 0.00 0.202
H 0.60 0.25 -1.14 0.190
H -0.74 2.03 0.57 0.212
H 0.06 1.03 1.83 0.230
H -0.92 -0.97 1.13 0.216
H -2.26 0.22 1.15 0.255
H -1.85 -1.51 -1.01 0.138
```

=====

No. 9
This record from OMol25 describes a cluster of 2 separate species, C4H9FN2 in total. The level of theory is ωB97M-V/def2-TZVPD.

Output
E_tot: -367.03642 Eh
orbital gap: 8.730 eV
highest occupied orbital energy: -7.8320 eV

Structure (XYZ):
```
16
Properties=species:S:1:pos:R:3:nbo_charge:R:1
C -0.85 -2.48 -0.57 -0.671
C -1.80 -0.40 0.41 -0.462
C 2.35 1.13 0.79 -0.471
C -1.13 -1.49 0.52 0.344
N 1.04 0.84 0.35 -0.227
N 0.23 1.54 -0.18 -0.250
F -0.81 -1.94 1.73 -0.343
H 0.08 -3.10 -0.23 0.219
H -0.65 -2.03 -1.52 0.229
H -1.66 -3.11 -0.63 0.223
H -2.25 -0.07 -0.54 0.222
H 0.73 -0.16 0.34 0.306
H -2.03 0.24 1.23 0.216
H 2.28 1.79 1.63 0.221
H 2.73 1.91 -0.02 0.226
H 2.97 0.35 1.08 0.217
```

=====

No. 10
This record from OMol25 describes the ion C4H11N2S with charge -1. The level of theory is ωB97M-V/def2-TZVPD.

Output
E_tot: -666.70569 Eh
orbital gap: 6.108 eV
charge: -1
SMILES: CNC[C@@H](N)C[S-]
highest occupied orbital energy: -2.5085 eV

Structure (XYZ):
```
18
Properties=species:S:1:pos:R:3:nbo_charge:R:1
C 1.96 2.01 -0.04 -0.397
N 0.66 1.50 0.25 -0.681
C 0.53 0.02 0.27 -0.206
C -0.91 -0.45 0.12 -0.081
N -1.43 -0.22 -1.21 -0.878
C -0.91 -2.02 0.45 -0.539
S -2.53 -2.75 0.19 -0.705
H 2.21 1.84 -1.09 0.159
H 2.09 3.01 0.36 0.189
H 2.65 1.41 0.55 0.180
H -0.27 1.84 0.07 0.383
H 0.93 -0.35 1.22 0.165
H 1.16 -0.34 -0.56 0.158
H -1.48 0.06 0.91 0.174
H -2.39 0.12 -1.19 0.359
H -1.57 -1.14 -1.64 0.380
H -0.58 -2.06 1.49 0.173
H -0.12 -2.47 -0.16 0.167
```

=====

No. 11
This record from OMol25 describes an isolated molecule of C2H7NOS. The level of theory is ωB97M-V/def2-TZVPD.

Output
E_tot: -608.46069 Eh
orbital gap: 9.442 eV
highest occupied orbital energy: -8.8719 eV

Structure (XYZ):
```
12
Properties=species:S:1:pos:R:3:nbo_charge:R:1
C -1.37 -0.01 -0.38 -0.064
C -0.23 -0.86 0.12 -0.558
N 1.81 0.97 0.48 -1.195
O -1.15 1.31 -0.02 -0.736
S 1.54 -0.26 -0.41 0.871
H -0.16 1.24 0.33 0.488
H -1.66 -0.20 -1.40 0.165
H -2.28 -0.38 0.16 0.163
H -0.34 -1.78 -0.27 0.210
H -0.26 -0.80 1.15 0.216
H 1.86 1.88 -0.12 0.368
H 2.23 -1.10 0.37 0.071
```

=====

No. 12
This record from OMol25 describes a cluster of 2 separate species, C8H20NSi in total. The level of theory is ωB97M-V/def2-TZVPD.

Output
E_tot: -660.58287 Eh
orbital gap: 5.844 eV
charge: +1
highest occupied orbital energy: -10.0967 eV

Structure (XYZ):
```
30
Properties=species:S:1:pos:R:3:nbo_charge:R:1
C -1.27 2.53 -0.47 -0.245
C -1.87 1.38 -0.21 -0.762
C -3.89 -1.57 -1.14 -0.600
C 3.74 -0.46 2.08 -0.432
C 2.27 1.41 1.85 -0.423
C -0.71 -0.14 -2.86 -1.189
C -2.44 -1.75 -0.68 -0.897
C 1.59 -0.53 0.70 -0.710
N 2.76 0.14 1.15 -0.366
Si -1.56 -0.17 -1.19 1.834
H -1.46 3.45 0.20 0.234
H -0.42 2.56 -1.25 0.210
H -2.50 1.25 0.56 0.229
H -4.21 -0.60 -0.91 0.210
H -3.90 -1.90 -2.08 0.217
H -4.38 -2.33 -0.59 0.242
H 4.42 0.42 2.50 0.229
H 3.14 -1.02 2.70 0.227
H 4.25 -1.30 1.62 0.234
H 1.62 0.92 2.65 0.226
H 3.24 2.03 2.17 0.217
H 1.57 2.11 1.31 0.241
H -0.48 1.00 -3.05 0.271
H 0.29 -0.71 -2.84 0.301
H -1.33 -0.65 -3.52 0.259
H -1.90 -2.53 -1.01 0.247
H -2.42 -1.97 0.31 0.254
H 1.79 -1.38 0.22 0.165
H 0.92 -0.71 1.48 0.160
H 3.12 0.52 0.31 0.419
```